Entry 1:
Here is a cluster of 6 separate species, C8H27O9 in total at a distorted geometry from the OMol25 dataset. Energies are from ωB97M-V/def2-TZVPD.

Geometry as XYZ:
```
44
Properties=species:S:1:pos:R:3:mulliken_charge:R:1
O -2.01184 3.89699 2.44848 -0.527
O 0.10373 0.89816 3.15115 -0.456
O -1.97331 -1.17543 2.29204 -0.490
O -1.87255 0.73508 -2.78279 -0.466
O -0.77027 -2.20310 -2.78741 -0.508
O 3.83612 -0.08319 -0.93606 -0.540
O 2.38130 2.43449 -1.20831 -0.446
O 0.33465 -0.13095 -0.08621 -0.654
O 1.19269 -3.77202 1.29397 -0.498
C 3.71324 2.29909 -0.85240 -0.459
C -2.08521 -0.32423 3.38979 -0.348
C -0.68943 0.04878 3.95720 -0.453
C 4.30439 1.03547 -1.56996 -0.346
C -1.79052 -0.19368 -3.84497 -0.375
C 0.76005 -4.82639 0.50582 -0.611
C -2.38845 3.85305 1.10581 -0.460
C -1.92493 -1.69898 -3.48546 -0.358
H 2.88648 -0.13052 -0.80362 0.286
H -1.50246 3.83392 0.47119 0.222
H -2.66802 -0.79786 4.17979 0.329
H -0.82056 0.06673 -4.26858 0.294
H -0.60910 -1.72134 -1.97284 0.265
H 4.32348 3.14915 -1.15754 0.337
H -1.34153 -0.75612 1.70329 0.240
H 2.02868 1.64860 -0.78448 0.238
H 4.08868 1.00533 -2.63798 0.216
H 0.84708 -2.97746 0.88066 0.309
H -0.49875 0.33274 -0.29828 0.038
H -2.58574 -0.06256 -4.57881 0.307
H -2.73600 0.51510 3.14463 0.201
H 3.85338 2.25592 0.22769 0.257
H -2.79716 -1.92386 -2.87166 0.255
H -0.86535 0.53237 4.91809 0.354
H -1.95812 -2.29069 -4.40027 0.303
H 1.39685 -4.96535 -0.36784 0.251
H 5.39048 1.12585 -1.55159 0.324
H -1.05227 0.52549 -2.33023 0.180
H -0.25696 -4.69438 0.13658 0.256
H 0.72463 -5.78568 1.02216 0.263
H -1.23622 3.33453 2.50889 0.316
H -3.02756 4.69650 0.84462 0.248
H -0.20980 -0.92549 4.05130 0.282
H 0.25557 0.38485 2.35424 0.235
H -2.74941 2.83109 0.98991 0.191
```

Calculated values
- gap between HOMO and LUMO (Ha) = 0.3068
- total charge = -1
- calculated total energy (eV) = -27159.37453
- ΔE to the lowest compared entry with this formula, charge and spin (kJ/mol) = 144.4
- M (g/mol) = 267.29
- HOMO level (eV) = -5.2

=====

Entry 2:
Here is a cluster of 6 separate species, C8H28N4O6 in total at a distorted geometry from the OMol25 dataset. Energies are from ωB97M-V/def2-TZVPD.

Geometry as XYZ:
```
46
Properties=species:S:1:pos:R:3:mulliken_charge:R:1
O -1.77945 1.35589 0.97899 -0.608
O 2.46963 1.04353 1.90209 -0.606
O -0.36604 3.09066 -4.31592 -0.616
O -2.62966 1.47409 -1.57451 -0.482
O -0.06861 -0.84445 6.57603 -0.512
O -0.86744 -4.46922 -1.33202 -0.526
N 2.71193 0.22399 -0.26512 -0.213
N 1.02845 1.56248 -5.31890 -0.396
N -0.23255 0.93580 -3.53541 -0.204
N 4.50766 0.69213 1.00906 -0.435
C 0.46113 -2.46983 -1.15511 -0.875
C -3.90020 2.07257 -1.71515 -0.673
C -0.54530 0.67251 0.77351 -0.131
C -0.72266 0.69751 4.81055 -0.470
C -0.92124 -0.67912 5.44374 -0.289
C 3.15528 0.64721 0.95857 0.660
C 0.11600 1.97610 -4.36086 0.601
C 0.36573 -3.89638 -1.71262 -0.405
H 0.32296 0.89414 4.59003 0.292
H -3.88224 2.40461 -2.75536 0.243
H -4.70125 1.33682 -1.58971 0.258
H -0.24373 0.10701 1.65473 0.338
H -1.97586 1.35849 1.91732 0.313
H 0.22943 0.06429 -3.68401 0.140
H 1.21751 -4.51138 -1.42598 0.343
H 0.34553 -3.66246 -2.78331 0.210
H -0.91670 -5.40996 -1.51393 0.306
H -1.23944 0.65884 3.84600 -0.195
H 1.14897 2.03753 -6.19341 0.228
H 1.29166 0.59906 -5.26342 0.145
H -1.96745 -0.86838 5.69573 0.251
H 1.28321 -1.97528 -1.68027 0.305
H 0.36945 -1.69207 6.48286 0.302
H -0.81867 1.19355 -2.75221 0.196
H -2.33620 1.55026 -0.64729 0.331
H 1.72029 0.19564 -0.42351 0.103
H -4.14342 2.92057 -1.07158 0.279
H -0.66484 -1.44516 4.70529 0.279
H -0.47884 0.03759 -0.11038 -0.355
H 4.87707 0.77740 1.94185 0.240
H -0.41824 -1.84377 -1.29699 0.261
H 5.10266 0.50988 0.22753 0.145
H 3.39494 0.29296 -0.99112 0.187
H 0.22855 1.43480 0.65540 0.336
H -1.28156 1.42080 5.40181 0.341
H 0.75355 -2.47123 -0.10301 0.360
```

Calculated values
- gap between HOMO and LUMO (Ha) = 0.3680
- total charge = 0
- calculated total energy (eV) = -26995.25780
- ΔE to the lowest compared entry with this formula, charge and spin (kJ/mol) = 199.7
- M (g/mol) = 276.33
- HOMO level (eV) = -9.7

=====

Entry 3:
Here is a cluster of 7 separate species, C8H28N5O9 in total at a distorted geometry from the OMol25 dataset. Energies are from ωB97M-V/def2-TZVPD.

Geometry as XYZ:
```
50
Properties=species:S:1:pos:R:3:mulliken_charge:R:1
O 0.66123 -0.52567 -0.68384 -0.877
O 0.08696 3.41171 0.38298 -0.512
O 5.43744 0.55103 -1.02497 -0.732
O 1.33983 -0.03526 3.30605 -0.558
O -0.83231 -5.71371 2.18179 -0.757
O -2.97626 0.81409 -4.57722 -0.592
O -2.22541 1.05647 2.77095 -0.569
O -0.63547 0.71960 0.45486 -0.666
O 0.04955 -1.13910 1.20529 -0.989
N -0.73338 -3.49530 2.67598 -0.244
N -0.45338 -4.03522 0.72824 -0.263
N 3.69609 -0.87088 -1.24950 -0.310
N 0.01431 -0.28595 0.33743 1.133
N 3.29945 1.11054 -0.70440 -0.204
C -2.33196 0.55294 -3.39574 0.434
C 1.89436 1.28454 3.06629 -0.345
C 0.00666 3.92156 -0.95402 -0.571
C -2.09565 0.03230 3.79840 -0.250
C -0.63902 -4.52149 1.88407 0.462
C -0.92972 1.12839 -3.54393 -0.879
C 4.25761 0.28269 -0.96615 0.580
C -2.31286 -0.99510 -3.06133 -0.987
H -0.98423 -3.69200 3.63435 0.135
H -3.04972 -0.06279 4.31686 0.309
H -3.27985 -1.49802 -3.07004 0.357
H 2.35674 1.40646 2.08677 0.062
H -0.32024 1.23356 -2.64638 0.006
H 1.04662 1.95779 3.19344 0.245
H 0.82972 -0.42705 2.59339 0.318
H -1.74944 0.83893 1.96614 0.417
H -0.57159 -2.59175 2.25466 0.408
H 2.33406 0.81482 -0.73011 0.098
H -0.96085 2.12615 -3.98165 0.344
H 2.60602 1.49788 3.86387 0.291
H -0.26059 2.51702 0.36464 0.422
H -0.13041 -3.08610 0.60588 0.242
H -0.99432 3.75046 -1.35009 0.224
H -0.34584 -4.61908 -0.08885 0.178
H 0.77795 3.48021 -1.58523 0.219
H -1.64670 -1.51568 -3.74932 0.307
H 2.69326 -0.91856 -1.13919 0.309
H -1.34896 0.34571 4.52801 0.225
H -2.93188 1.03654 -2.62481 0.216
H 4.31282 -1.65605 -1.40197 0.183
H -1.92559 -1.12719 -2.05105 0.086
H 3.50880 2.07105 -0.47269 0.153
H 0.28382 4.97573 -0.95169 0.305
H -0.40197 0.50256 -4.26360 0.373
H -1.84169 -0.93976 3.37568 -0.084
H -2.58403 0.33099 -5.30823 0.348
```

Calculated values
- gap between HOMO and LUMO (Ha) = 0.3605
- total charge = -1
- calculated total energy (eV) = -34627.35466
- ΔE to the lowest compared entry with this formula, charge and spin (kJ/mol) = 0.0
- M (g/mol) = 338.34
- HOMO level (eV) = -7.1

=====

Entry 4:
Here is a cluster of 5 separate species, C8H28NO8 in total at a distorted geometry from the OMol25 dataset. Energies are from ωB97M-V/def2-TZVPD.

Geometry as XYZ:
```
45
Properties=species:S:1:pos:R:3:mulliken_charge:R:1
O 1.71673 -3.63637 -0.62601 -0.550
O 0.68899 2.63172 -1.80126 -0.492
O -1.71978 -0.75589 -2.39067 -0.572
O 0.38573 -0.09513 2.16934 -0.583
O -1.87502 -0.67750 0.52525 -0.388
O -1.26838 -0.75259 4.44970 -0.553
O -1.89419 3.59264 -0.87569 -0.507
O 2.96644 -0.83955 -1.77353 -0.525
N 0.61683 0.01243 -0.69218 -0.064
C -2.87359 -0.24891 -1.77149 -0.389
C -1.03573 4.33494 -1.76277 -0.324
C 3.41650 -1.90087 -1.08482 -0.505
C 2.47091 -2.59487 -0.07813 0.081
C -2.92882 -0.89520 -0.38636 -0.658
C 0.40422 3.98207 -1.44459 -0.584
C -0.47480 -1.68762 3.79770 -0.570
C 0.76166 -1.02103 3.11364 -0.369
H 1.10314 4.72967 -1.81970 0.380
H 2.88698 -1.20995 -2.65563 0.337
H -0.15401 -2.33100 4.61700 0.430
H -2.25517 -0.69957 1.40650 0.233
H 1.64381 -4.33759 0.02558 0.323
H -3.83707 -0.59033 0.13349 0.463
H -1.81188 -0.49016 -3.30856 0.287
H -2.61675 0.72382 -1.35205 0.113
H -0.98856 -0.44407 5.31464 0.317
H 3.03900 -3.03064 0.74374 0.538
H -1.18728 5.31212 -1.30425 0.381
H 1.89894 -1.80436 0.40772 -0.347
H 1.40600 -1.82960 2.76848 0.367
H 1.39995 -0.60608 -0.84800 0.292
H -3.04765 -1.97218 -0.50510 0.363
H -0.32627 -0.22430 -0.96532 0.337
H 0.87712 0.96163 -0.91881 0.291
H -3.80932 -0.38051 -2.31481 0.468
H 4.25475 -1.47644 -0.53229 0.258
H -1.22928 4.35788 -2.83520 0.252
H 3.87902 -2.70550 -1.65643 0.439
H 0.65208 3.97861 -0.38315 0.280
H -0.06304 0.52501 2.74868 0.311
H -2.66773 4.14750 -0.75174 0.311
H 0.42701 -0.01459 0.29946 0.355
H 1.04752 2.62428 -2.69176 0.247
H 1.26701 -0.47372 3.90937 0.288
H -1.14610 -2.18802 3.09980 0.241
```

Calculated values
- gap between HOMO and LUMO (Ha) = 0.3946
- total charge = +1
- calculated total energy (eV) = -26611.27598
- ΔE to the lowest compared entry with this formula, charge and spin (kJ/mol) = 85.2
- M (g/mol) = 266.31
- HOMO level (eV) = -12.9